# 1
{"formula": "C2H3Cl3O", "method": "ωB97M-V/def2-TZVPD", "fmax_ha_per_bohr": 0.0587, "charge": 0, "lumo_energy_ev": [-0.249, -0.263], "e_above_lowest_kj_mol": 303.43, "elements": ["C", "C", "O", "Cl", "Cl", "Cl", "H", "H", "H"], "xyz": [[-1.026652, -0.278729, -0.379125], [0.715170, 1.410825, -0.097772], [-0.387085, -1.430353, -0.408798], [-2.051370, -0.002832, -1.754976], [0.020160, 2.898951, -0.527157], [2.125903, 1.033764, -1.150894], [-1.456158, 0.015837, 0.632852], [1.027332, 1.485659, 0.933276], [0.329853, -1.620834, -1.127266]], "atomic_forces_ev_per_a": [[1.78, 2.13, 1.19], [-0.97, -1.92, -1.04], [1.92, -1.40, -0.65], [0.27, 0.56, 0.28], [-0.66, 0.99, -0.38], [-0.73, -0.26, 0.58], [0.39, -0.74, -1.65], [0.08, -0.57, 0.16], [-2.07, 1.21, 1.51]]}

=====

# 2
{"formula": "C42H116N12O4", "method": "ωB97M-V/def2-TZVPD", "fmax_ha_per_bohr": 0.1526, "s2": 0.7729, "charge": 3, "lumo_energy_ev": [-6.633, -6.650], "multiplicity": 2, "elements": ["N", "H", "H", "H", "H", "N", "H", "H", "H", "H", "N", "H", "H", "H", "H", "N", "H", "H", "H", "H", "N", "H", "H", "H", "H", "N", "H", "H", "H", "H", "C", "C", "C", "O", "C", "C", "C", "O", "O", "O", "H", "H", "C", "C", "N", "C", "C", "C", "C", "H", "H", "H", "H", "H", "H", "H", "H", "H", "H", "H", "H", "H", "H", "H", "C", "C", "N", "C", "C", "C", "C", "H", "H", "H", "H", "H", "H", "H", "H", "H", "H", "H", "H", "H", "H", "H", "C", "C", "N", "C", "C", "C", "C", "H", "H", "H", "H", "H", "H", "H", "H", "H", "H", "H", "H", "H", "H", "H", "C", "C", "N", "C", "C", "C", "C", "H", "H", "H", "H", "H", "H", "H", "H", "H", "H", "H", "H", "H", "H", "H", "C", "C", "N", "C", "C", "C", "C", "H", "H", "H", "H", "H", "H", "H", "H", "H", "H", "H", "H", "H", "H", "H", "C", "C", "N", "C", "C", "C", "C", "H", "H", "H", "H", "H", "H", "H", "H", "H", "H", "H", "H", "H", "H", "H"], "xyz": [[4.890657, -0.806344, -1.948476], [5.624917, -0.145224, -2.157986], [4.635497, -1.290224, -2.797506], [4.055117, -0.399474, -1.552966], [5.266107, -1.487574, -1.304216], [-3.153753, -2.011104, -2.068246], [-3.251693, -2.689084, -1.326056], [-3.991253, -2.012144, -2.632776], [-2.371983, -2.229774, -2.669196], [-2.950523, -1.153184, -1.575536], [1.937167, 3.914506, -3.311396], [1.538837, 3.234516, -2.679696], [2.888887, 4.158516, -3.077306], [1.404107, 4.770966, -3.262186], [1.917737, 3.692046, -4.296406], [3.775117, 2.679416, -0.327006], [3.047907, 1.978586, -0.337806], [3.811277, 3.503076, 0.256404], [3.734777, 3.193096, -1.195696], [4.707357, 2.322566, -0.173116], [-1.884423, -4.260094, 2.367104], [-2.679923, -4.352124, 2.982574], [-2.247183, -4.429444, 1.439834], [-1.172153, -4.976174, 2.364594], [-1.476633, -3.336464, 2.393824], [-3.627873, -1.427534, 2.326644], [-4.036333, -2.326664, 2.538344], [-4.332883, -0.828884, 1.920854], [-2.798593, -1.596784, 1.775494], [-3.397403, -1.214894, 3.286734], [0.964607, -0.837034, 0.512254], [-0.368563, -0.803854, 0.739394], [-1.237013, 0.227516, -0.026056], [-2.487753, 0.066146, -0.211216], [-0.676783, 1.232616, -0.722606], [0.729537, 1.328386, -0.940436], [1.621157, 0.171366, -0.427006], [2.835957, 0.155416, -0.645936], [1.227047, 2.263136, -1.489526], [-0.776563, -1.654164, 1.673014], [1.619747, -1.504044, 1.052894], [-1.267433, 1.846376, -1.386546], [0.331347, 6.876246, 3.521274], [0.326697, 5.775916, 2.404234], [0.233427, 4.459316, 2.995124], [-0.903393, 4.134376, 3.756604], [-0.513993, 4.275016, 5.228624], [0.551927, 3.437546, 1.955514], [0.947547, 2.110246, 2.497884], [-0.677303, 7.210096, 3.764704], [0.768217, 7.751366, 3.040224], [0.939887, 6.557656, 4.367614], [-0.407453, 5.979116, 1.624604], [1.318567, 5.904446, 1.970894], [-1.854433, 4.555816, 3.431014], [-1.188603, 3.085836, 3.671124], [-1.021083, 5.157586, 5.618534], [-0.863133, 3.470996, 5.876504], [0.548417, 4.311886, 5.469514], [1.533737, 3.810726, 1.664154], [-0.050253, 3.462876, 1.047314], [1.570607, 1.589636, 1.770664], [0.064327, 1.483326, 2.620324], [1.397877, 2.211276, 3.485354], [5.486787, -2.048094, 2.573344], [5.582517, -1.371644, 1.193394], [5.441337, -2.391024, 0.096984], [4.106967, -3.017654, 0.143714], [3.864657, -3.899054, -1.071096], [6.449537, -3.451304, 0.108774], [7.922297, -2.954764, 0.180954], [6.132627, -2.923544, 2.640974], [4.472997, -2.266304, 2.909074], [5.847647, -1.437164, 3.400774], [4.711327, -0.725574, 1.085054], [6.500787, -0.790794, 1.106914], [4.100887, -3.556404, 1.091244], [3.377777, -2.207864, 0.118924], [2.855387, -4.299454, -0.975396], [3.714527, -3.341164, -1.995386], [4.663567, -4.634174, -1.168316], [6.463847, -4.012544, -0.825516], [6.309947, -4.231184, 0.857384], [8.329587, -2.406214, -0.668346], [8.606787, -3.783234, 0.363234], [8.156837, -2.387084, 1.081414], [-6.658463, 2.744816, 4.018654], [-6.057633, 1.263126, 3.887754], [-5.735063, 0.810446, 2.467554], [-4.851963, 1.720356, 1.750104], [-3.514063, 1.946976, 2.605144], [-6.913233, 0.574876, 1.728524], [-6.696563, -0.061084, 0.397864], [-6.790263, 3.005816, 5.068704], [-7.564973, 2.930416, 3.442554], [-6.022083, 3.546636, 3.644214], [-5.385573, 1.058736, 4.721204], [-6.942893, 0.648246, 4.050074], [-4.551623, 1.327656, 0.778664], [-5.254203, 2.670726, 1.399254], [-2.773093, 2.185486, 1.842144], [-3.599943, 2.807026, 3.269254], [-2.928243, 1.116696, 2.999554], [-7.593793, 1.415906, 1.595804], [-7.481503, -0.134834, 2.329744], [-6.245603, 0.672306, -0.270626], [-7.540583, -0.497344, -0.136386], [-5.921493, -0.822084, 0.488624], [-1.409653, 4.240666, -4.103496], [-1.206323, 5.642416, -3.506696], [0.230717, 5.995426, -3.362296], [0.446437, 6.516926, -1.973246], [-0.105993, 7.966886, -1.740856], [0.825197, 6.620386, -4.617726], [2.328797, 6.959626, -4.484236], [-1.072973, 4.203006, -5.139516], [-2.493333, 4.131386, -4.145776], [-0.915463, 3.445846, -3.544806], [-1.734893, 6.363086, -4.130676], [-1.712953, 5.736696, -2.546206], [0.150957, 5.833266, -1.177386], [1.522557, 6.598506, -1.820216], [0.196077, 8.345766, -0.764486], [0.125167, 8.677546, -2.534356], [-1.188673, 7.896026, -1.636556], [0.256887, 7.536446, -4.778836], [0.795527, 5.971936, -5.493366], [2.555877, 7.427896, -5.441976], [2.854557, 6.028546, -4.272676], [2.730237, 7.537056, -3.651456], [-0.706713, 0.215726, -4.181196], [-0.734953, -1.149284, -4.724396], [-0.915903, -2.233094, -3.662296], [0.156537, -2.137564, -2.628806], [0.191547, -3.372544, -1.719916], [-1.002263, -3.510734, -4.503106], [-2.287363, -3.695314, -5.288896], [0.217977, 0.372566, -3.625816], [-1.609213, 0.581636, -3.691606], [-0.576773, 0.910206, -5.011206], [-1.482293, -1.253594, -5.510976], [0.241037, -1.246164, -5.199946], [1.125137, -2.191634, -3.125776], [0.026197, -1.265024, -1.988666], [0.883397, -3.164294, -0.903776], [-0.795383, -3.443994, -1.262786], [0.473917, -4.286534, -2.242406], [-1.017143, -4.340614, -3.796586], [-0.171413, -3.780004, -5.155246], [-2.609243, -2.832554, -5.872106], [-3.101983, -3.902584, -4.594966], [-2.155443, -4.496474, -6.016116], [1.526217, -4.785924, 2.457424], [0.973077, -6.144974, 2.957034], [-0.241393, -6.427014, 2.184684], [-0.100373, -6.508144, 0.697094], [0.917097, -7.464744, 0.188614], [-0.822873, -7.707224, 2.794134], [-2.166643, -8.056054, 2.145254], [2.166517, -4.291304, 3.187814], [0.725107, -4.053104, 2.361044], [2.114657, -4.993434, 1.563674], [1.804177, -6.848634, 2.909544], [0.875937, -6.000104, 4.032984], [-1.035183, -6.669954, 0.160394], [0.098487, -5.510494, 0.305644], [0.852517, -7.646644, -0.884166], [1.972597, -7.211174, 0.287234], [0.817707, -8.459344, 0.623344], [-1.150823, -7.415304, 3.791804], [-0.058433, -8.480404, 2.717164], [-2.717043, -7.153894, 1.878344], [-2.857513, -8.492574, 2.866544], [-2.197763, -8.505034, 1.152504]], "atomic_forces_ev_per_a": [[0.64, 0.63, -2.57], [0.03, 0.32, -0.15], [0.00, -0.07, -0.41], [-1.47, 0.86, 0.90], [0.74, -1.65, 2.01], [-1.51, -0.81, 0.85], [-0.06, -0.39, 0.01], [-0.39, 0.36, -0.02], [1.90, -0.25, -1.37], [0.13, 1.88, 0.84], [2.09, 0.19, -1.35], [-0.71, -1.63, 1.07], [0.28, -0.18, 0.01], [-1.98, 1.80, 0.25], [-0.05, -0.59, -0.23], [2.08, 2.57, -0.31], [-1.14, -1.22, 0.30], [-1.26, -0.03, 1.51], [0.05, -0.69, -0.91], [0.24, -0.84, -0.34], [-2.02, 1.19, -0.90], [0.27, -0.51, 0.67], [-0.26, 0.42, -0.59], [1.67, -2.52, 1.10], [0.70, 1.41, -0.36], [-0.56, -1.85, 1.39], [-0.81, -0.53, -0.69], [-0.60, 1.17, 0.03], [1.81, 0.74, -0.80], [0.48, 1.48, 0.12], [2.26, 3.06, -3.11], [-0.57, 0.04, 0.93], [-0.03, -2.30, 0.40], [-2.10, -1.78, 0.87], [2.98, 0.81, -1.01], [-2.35, -6.29, 4.06], [-6.30, -0.80, 2.34], [4.16, 0.73, -0.85], [3.75, 5.29, -3.42], [-2.50, -0.16, -0.45], [-0.09, -0.14, 0.07], [-0.37, 0.22, 0.30], [-0.48, -0.01, -1.63], [0.47, 0.91, 1.98], [0.97, -1.19, -3.07], [-0.36, -1.44, 1.57], [-1.45, 0.64, 1.33], [1.95, 2.10, 0.71], [-1.40, -1.07, 0.25], [0.02, -0.36, 0.54], [0.25, 0.16, 0.28], [-0.27, 0.14, -0.04], [-0.40, 0.09, -0.16], [0.07, -0.50, -0.35], [-0.03, 1.04, 0.28], [0.60, -0.36, -0.55], [0.41, 0.23, 0.37], [-0.40, -0.28, -0.24], [-0.01, 0.30, -0.71], [0.23, 0.43, -0.78], [-0.57, -0.33, 0.06], [0.16, -0.10, 0.25], [0.00, -0.34, 0.11], [0.32, 0.04, -0.19], [0.46, 0.46, 0.71], [-0.75, -1.32, 0.50], [0.60, 0.21, -0.09], [0.59, 0.64, -0.39], [-0.59, 0.11, 0.39], [2.30, 0.25, -0.69], [0.13, -0.13, 1.16], [-0.27, -0.20, -0.15], [-0.06, -0.34, -0.46], [0.20, 0.50, -0.27], [0.09, 0.30, -0.13], [0.01, -0.21, -0.24], [-0.72, -0.34, -0.09], [-0.13, -0.06, 0.40], [0.23, -0.79, 0.28], [0.64, 0.32, -0.14], [-0.63, -0.23, -0.27], [-0.54, 0.20, -0.17], [-0.30, 0.20, 0.48], [-0.47, 0.01, -0.18], [-0.24, -0.45, -0.49], [-0.41, 0.48, 0.03], [1.13, -0.38, -0.39], [-2.58, 1.17, -1.25], [1.81, 1.14, 1.16], [2.53, -0.39, 1.09], [-0.41, 0.77, -2.31], [-2.62, -1.27, 0.34], [1.25, 0.18, -1.20], [-0.34, -0.30, -0.02], [-0.27, -0.57, 0.31], [0.62, -0.25, -0.06], [0.70, -0.04, -0.73], [0.11, -0.18, 0.64], [0.17, -0.75, 0.21], [-0.49, 0.49, 0.84], [0.06, 0.81, -0.22], [0.05, -0.41, 0.26], [-0.97, -0.47, 0.70], [0.14, 0.57, 0.10], [-0.34, -0.09, 0.04], [-0.12, 0.02, -0.29], [-0.24, 0.16, 0.52], [0.05, -0.46, 0.00], [-0.35, 0.94, -0.12], [0.58, -0.38, -0.52], [-0.54, -1.03, 0.37], [1.34, 2.44, -1.24], [-0.66, -1.30, 0.47], [0.24, 1.31, 2.72], [-0.54, -0.54, 0.33], [0.15, 0.03, -0.07], [0.01, -0.63, 0.07], [-0.23, -0.01, 0.22], [0.12, 0.18, -0.27], [0.25, -0.26, 0.14], [-0.62, -0.29, -0.49], [0.40, -0.02, -0.13], [0.40, 0.08, -0.14], [0.21, -0.17, 0.08], [-0.18, 0.15, -0.31], [0.02, 0.04, -0.57], [-0.72, -0.28, 0.28], [0.73, -0.23, 0.19], [0.41, -0.21, -0.96], [-0.87, 0.77, -0.07], [0.22, 1.79, -0.16], [0.02, -0.98, 0.71], [-0.07, 0.11, -2.53], [0.02, -1.90, -0.67], [-0.43, 0.72, 0.08], [0.01, -0.57, 1.64], [-0.33, 0.75, -0.01], [-0.37, 0.07, 0.70], [0.14, -0.28, 0.50], [-0.11, 0.01, -0.36], [-0.04, -0.15, 0.30], [0.19, -0.68, -0.19], [0.35, 0.82, -0.20], [0.05, 0.18, -0.42], [0.03, -0.06, -0.01], [-0.14, -0.52, 0.20], [-0.13, 0.03, 0.10], [0.13, -0.04, 0.20], [0.58, 0.91, 0.00], [0.19, 0.08, -0.02], [-0.17, -0.32, -0.17], [-0.17, -0.18, 0.29], [0.27, -0.44, 0.57], [1.49, 2.23, -0.62], [-0.84, -1.57, 0.77], [0.36, 1.02, 0.22], [1.07, -1.35, -0.73], [-1.10, 1.53, -1.46], [-0.54, 0.61, -0.48], [0.33, -0.40, 0.09], [0.05, 0.00, -0.72], [-0.25, 0.67, -0.27], [-0.26, -0.62, -0.50], [-1.24, -0.42, 0.02], [-0.52, -0.62, 0.80], [0.56, 0.36, 0.32], [-0.47, 0.18, -0.13], [-0.05, 0.46, 0.55], [-0.13, -0.02, 0.15], [0.95, -0.35, 0.34], [-0.29, -0.19, 0.50], [0.12, 0.79, 0.33], [0.30, -0.72, -0.26], [0.46, -0.90, 0.39]]}

=====

# 3
{"formula": "C3H7NOS2", "method": "ωB97M-V/def2-TZVPD", "fmax_ha_per_bohr": 0.0585, "charge": 0, "lumo_energy_ev": -4.550, "e_above_lowest_kj_mol": 649.69, "elements": ["N", "C", "C", "O", "C", "S", "S", "H", "H", "H", "H", "H", "H", "H"], "xyz": [[-1.063336, 1.628110, 0.458148], [-0.543059, 0.594719, -0.437496], [-1.354963, -0.706246, -0.340022], [-2.374611, -0.673926, 0.306152], [0.962829, 0.355681, -0.320156], [1.636923, 1.940702, -0.666939], [0.397336, -2.376444, 0.757415], [-1.996612, 1.371934, 0.846443], [-0.578240, 2.494528, 0.425586], [-0.676179, 0.868275, -1.469959], [-0.915446, -1.455480, -1.120443], [1.182559, -0.418663, -1.085969], [1.227343, 0.018764, 0.737264], [1.259824, -3.377773, 1.149263]], "atomic_forces_ev_per_a": [[-0.59, -2.91, -0.50], [-1.21, 0.96, 1.68], [-0.35, 1.05, -0.86], [0.81, -1.06, -0.78], [0.89, 0.42, -0.88], [0.47, -0.92, 0.33], [1.13, -0.63, 0.55], [1.35, 1.00, -0.40], [-0.40, 0.61, 0.32], [-0.16, 0.10, -0.81], [-1.43, 0.41, 1.34], [0.35, 0.48, 0.64], [-0.42, -0.19, -0.45], [-0.45, 0.68, -0.17]]}

=====

# 4
{"formula": "C4H8O3", "method": "ωB97M-V/def2-TZVPD", "fmax_ha_per_bohr": 0.0117, "charge": 0, "lumo_energy_ev": 0.508, "e_above_lowest_kj_mol": 206.76, "elements": ["C", "C", "O", "C", "O", "H", "H", "H", "H", "H", "H", "C", "O", "H", "H"], "xyz": [[1.494988, 1.255455, -0.956957], [0.506380, 0.574029, -0.014294], [0.022984, 1.451118, 0.967529], [-0.661676, 0.008244, -0.799759], [-1.800845, 0.348937, -0.549551], [1.955155, 0.525334, -1.632599], [2.283555, 1.724168, -0.362966], [1.001128, 2.031401, -1.550617], [1.015027, -0.270851, 0.470557], [-0.925566, 1.554953, 0.776552], [-0.438023, -0.693008, -1.620358], [-1.125436, -2.128205, 1.326821], [-0.295629, -2.252750, 0.458327], [-2.021889, -1.496240, 1.185739], [-1.010151, -2.632586, 2.301576]], "atomic_forces_ev_per_a": [[0.05, 0.06, -0.06], [0.11, -0.14, -0.18], [-0.13, 0.08, 0.02], [-0.31, 0.16, 0.06], [0.48, -0.18, -0.16], [-0.08, 0.11, 0.08], [-0.09, -0.07, -0.09], [0.06, -0.08, 0.08], [-0.07, 0.12, -0.09], [0.08, 0.00, 0.12], [0.01, 0.12, 0.05], [0.23, -0.08, -0.21], [-0.40, -0.06, 0.44], [0.10, -0.05, -0.01], [-0.04, -0.01, -0.06]]}